# C39H34ClFeN3SSi2

A molecular structure, C39H34ClFeN3SSi2 in a non-equilibrium geometry (ωB97M-V/def2-TZVPD, the Open Molecules 2025 dataset).

XYZ file:
```
81
Properties=species:S:1:pos:R:3:forces:R:3
C -1.54438 -2.03435 3.30649 -1.131 -0.523 0.034
C -2.33280 -1.28529 2.38977 -0.899 -0.707 0.137
C -2.76577 -2.18418 1.35082 -0.816 -0.278 1.009
H -2.63150 -0.24460 2.51029 0.230 -0.365 -0.159
C -2.20584 -3.47883 1.62977 -0.614 0.100 0.403
C -1.44202 -3.37809 2.83498 -1.377 0.059 0.232
H -0.93418 -4.19495 3.33875 -0.088 0.217 -0.190
H -1.21712 -1.67106 4.26800 0.390 0.060 -0.227
H -3.47558 -1.94493 0.56110 0.316 -0.089 0.112
H -2.40502 -4.39161 1.07601 0.157 0.256 0.005
Fe -0.63319 -2.06126 1.27701 1.012 0.103 3.053
Si -0.93559 -1.24346 -2.30654 -0.461 0.340 -3.445
C -0.56130 0.35922 -3.28075 -0.270 0.085 0.489
C 0.68018 0.61962 -3.88320 0.014 0.281 -0.297
H 1.53353 -0.04296 -3.71768 -0.274 0.063 -0.075
C 0.85196 1.72450 -4.72979 -0.078 -0.139 0.260
H 1.81826 1.89968 -5.21204 -0.334 -0.088 0.203
C -0.21351 2.59853 -4.96745 -0.237 -0.207 0.143
H -0.09007 3.45330 -5.64028 -0.046 -0.345 0.267
C -1.44283 2.36646 -4.34127 0.093 0.092 0.028
H -2.27979 3.05111 -4.51124 0.319 -0.259 0.072
C -1.60642 1.26713 -3.48937 0.091 0.182 -0.309
H -2.56909 1.10512 -2.99803 0.202 0.070 -0.211
C -0.18709 -2.47990 -3.48974 0.181 -0.792 -0.031
C -1.00962 -2.76105 -4.59699 0.322 0.028 -0.093
H -2.05360 -2.44296 -4.57246 0.212 -0.102 -0.131
C -0.49918 -3.38428 -5.73834 0.042 0.016 0.110
H -1.15113 -3.56514 -6.59074 0.118 0.047 0.172
C 0.84503 -3.76443 -5.79799 -0.128 0.156 0.365
H 1.25807 -4.20982 -6.70541 -0.168 0.091 0.325
C 1.65289 -3.56454 -4.67625 -0.079 0.109 0.213
H 2.69853 -3.88386 -4.69092 -0.358 0.102 -0.007
C 1.14276 -2.93875 -3.52605 -0.061 -0.054 -0.483
H 1.81000 -2.79635 -2.67401 -0.209 0.031 -0.349
H -2.40397 -1.41225 -2.21324 -0.064 0.019 -0.132
Si 1.93709 2.24602 -0.52599 -1.896 -0.029 1.528
C 1.43693 0.44927 -0.49047 -0.781 0.449 -0.025
C 0.09982 0.15494 -0.48060 0.444 0.597 0.947
H -0.67174 0.91822 -0.40873 0.322 -0.040 -0.191
C -0.39014 -1.21399 -0.57288 -0.182 -0.008 0.081
H -1.40736 -1.36124 -0.05079 0.461 0.804 -1.538
C 0.62172 -2.30238 -0.35690 2.455 -0.025 -2.030
H 0.35553 -3.33410 -0.63209 0.085 0.340 0.316
C 1.97668 -1.91762 -0.37316 -1.308 -1.163 0.012
H 2.73428 -2.69912 -0.31964 -0.113 0.114 -0.092
C 2.37614 -0.59365 -0.44059 0.778 0.079 -0.070
H 3.43391 -0.33819 -0.44982 -0.128 -0.216 0.070
C 0.35271 3.22659 -0.59472 0.398 0.338 0.013
C -0.69563 3.11150 0.33420 -0.509 0.131 -0.319
H -0.59088 2.47025 1.21646 0.025 0.206 -0.267
C -1.91304 3.76802 0.09993 0.383 -0.062 0.023
H -2.75010 3.61945 0.78859 0.301 0.154 -0.219
C -2.05158 4.60491 -1.01553 0.303 0.017 -0.105
H -2.99207 5.13494 -1.19608 0.345 -0.250 0.075
C -0.97255 4.78818 -1.89039 -0.202 0.013 0.127
H -1.07211 5.44603 -2.75744 0.006 -0.166 0.334
C 0.22635 4.10546 -1.67415 -0.434 -0.066 -0.025
H 1.06601 4.22980 -2.36223 -0.326 0.005 0.090
H 2.76924 2.57993 -1.60451 1.050 0.282 -1.051
Cl 2.81297 2.59063 1.30100 0.384 -0.009 0.138
N 1.78075 0.40449 4.83495 0.374 0.045 0.055
C 0.96593 1.47191 5.18761 -0.780 -0.798 -0.616
C 0.88732 2.20461 6.36089 -0.111 0.619 0.315
C -0.25188 3.00566 6.54209 0.707 -0.419 -0.279
C -1.25005 3.07211 5.54910 0.167 -0.242 -0.523
C -1.15334 2.32891 4.36533 -0.265 0.311 0.092
C -0.05914 1.47999 4.19751 0.990 -0.370 0.908
N 0.15275 0.45030 3.29882 1.631 -1.256 -0.089
C 1.26312 -0.20379 3.71966 -2.056 2.508 0.226
C 1.78396 -1.47211 3.26430 0.067 -1.594 -0.383
C 2.92304 -2.06587 3.77361 -0.782 0.242 -0.475
S 3.09139 -3.67643 3.18971 -0.731 0.713 -0.231
C 1.63854 -3.49489 2.27948 0.108 1.737 0.853
N 1.03790 -2.29786 2.40669 3.298 -1.360 0.998
H 2.60848 0.10344 5.33583 -0.389 0.166 -0.077
H 1.70284 2.13521 7.08839 -0.501 0.137 -0.075
H -0.36227 3.58126 7.46125 0.036 -0.152 -0.290
H -2.10874 3.72042 5.72044 0.193 -0.202 -0.126
H -1.90504 2.35801 3.57165 0.049 0.107 0.451
H 3.59517 -1.58331 4.47397 0.107 -0.447 -0.224
H 1.26643 -4.29164 1.64205 0.023 0.204 0.170
```
Positions in Å, forces in eV/Å.

Computed properties:
Kohn-Sham gap (spin up / spin down) = 6.5 / 6.4 eV
<S²> = 8.7831
Energy = -4371.62391 hartree
Highest occupied orbital energy (spin up / spin down) = -0.34268 / -0.39758 Eh
2S+1 = 6
Total charge = +1

Mulliken population analysis, charges in e, atoms 1 to 4: C -0.2928; C -0.1411; C -1.4216; H 0.5171


# C39H34ClMnN3SSi2

A molecular structure, C39H34ClMnN3SSi2 in a non-equilibrium geometry (ωB97M-V/def2-TZVPD, the Open Molecules 2025 dataset).

XYZ file:
```
81
Properties=species:S:1:pos:R:3:forces:R:3
C 1.41422 -0.39506 4.63237 -0.696 1.018 0.400
C 1.78692 0.31631 3.44047 -0.648 0.695 0.371
C 0.60733 0.92780 2.89786 0.185 0.251 1.239
H 2.79924 0.44689 3.06338 -0.345 -0.188 -0.012
C -0.51356 0.53224 3.71432 0.889 0.588 0.129
C -0.00653 -0.26073 4.80631 1.032 0.730 0.117
H -0.58401 -0.65810 5.63452 0.111 -0.065 -0.273
H 2.09203 -0.89065 5.32112 -0.184 -0.125 -0.334
H 0.56350 1.62803 2.07472 -0.094 -0.400 -0.179
H -1.53561 0.86774 3.58196 0.178 -0.100 -0.098
Mn 0.37253 -1.19929 2.94572 0.764 -1.263 -1.384
Si -0.99501 2.10397 -2.72994 -0.697 -0.321 -2.782
C -0.43392 1.51030 -4.45743 0.183 0.099 0.455
C -1.14767 0.53193 -5.16885 0.261 -0.098 -0.262
H -2.03483 0.06336 -4.72696 0.263 0.194 -0.181
C -0.72674 0.14922 -6.44862 -0.179 0.005 0.204
H -1.28813 -0.61124 -6.99847 0.187 0.296 0.176
C 0.40373 0.73689 -7.02515 0.028 0.099 0.217
H 0.72208 0.44926 -8.03198 -0.117 0.089 0.422
C 1.12735 1.69500 -6.30686 0.002 0.077 -0.029
H 2.01903 2.14910 -6.74714 -0.320 -0.142 0.127
C 0.71385 2.07813 -5.02793 0.041 -0.251 -0.169
H 1.29046 2.81422 -4.46011 -0.134 -0.190 -0.251
C -2.80468 2.45770 -2.99388 -0.354 -0.224 0.510
C -3.10717 3.47239 -3.91242 -0.052 0.159 -0.030
H -2.29106 4.01267 -4.40037 -0.280 -0.075 0.096
C -4.43100 3.79199 -4.21849 0.144 -0.138 0.116
H -4.64977 4.58158 -4.93842 0.069 -0.231 0.212
C -5.47019 3.09886 -3.59352 0.039 -0.019 0.079
H -6.50898 3.35774 -3.81550 0.376 -0.107 0.088
C -5.18071 2.07599 -2.68847 0.067 -0.042 -0.060
H -5.98924 1.53615 -2.19342 0.193 0.121 -0.211
C -3.85238 1.74094 -2.41059 -0.224 0.152 -0.033
H -3.63572 0.91260 -1.73037 -0.133 0.294 -0.154
H -0.27200 3.37158 -2.50439 0.239 -0.337 0.259
Si -0.42985 -0.08388 -1.54283 1.259 1.800 1.463
C -1.09656 1.27895 -0.29013 0.270 -0.615 1.101
C -0.48010 2.54966 -0.06987 -0.317 0.183 -0.127
H 0.51467 2.77587 -0.46450 -0.502 -0.129 -0.042
C -1.15038 3.57717 0.61731 0.028 -0.320 0.006
H -0.70320 4.57151 0.67093 -0.011 -0.351 0.041
C -2.39689 3.34864 1.20419 0.196 -0.163 -0.179
H -2.94272 4.16281 1.69118 0.213 -0.366 -0.203
C -2.91314 2.04922 1.17111 0.011 -0.173 0.163
H -3.86647 1.84630 1.66743 0.318 -0.014 -0.112
C -2.24600 1.02036 0.49736 -0.311 0.584 -0.367
H -2.65245 0.01039 0.53759 -0.088 0.158 -0.211
C 1.42303 0.23401 -1.72080 0.001 -0.752 -0.139
C 2.21017 0.89198 -0.76111 0.200 0.340 -0.156
H 1.81665 1.11490 0.24134 0.113 -0.038 -0.623
C 3.51354 1.28527 -1.07631 -0.016 -0.135 0.050
H 4.09669 1.85635 -0.34917 -0.153 -0.223 -0.229
C 4.07339 0.95460 -2.31551 -0.164 -0.051 -0.126
H 5.08419 1.29061 -2.57794 -0.484 -0.165 0.156
C 3.33537 0.18070 -3.21823 0.110 -0.046 0.194
H 3.76348 -0.10291 -4.17930 -0.047 0.013 0.282
C 2.03311 -0.21064 -2.90351 0.049 0.509 -0.136
H 1.46319 -0.82057 -3.61267 0.192 0.337 0.103
H -0.85210 -1.51332 -1.59003 -0.511 0.634 -0.402
Cl 0.30452 -1.27376 0.67573 0.100 -0.416 0.975
N 1.17543 -5.03324 3.94721 -0.756 0.170 -0.555
C 2.53368 -4.71053 4.05475 -0.573 0.493 0.467
C 3.53819 -5.34311 4.77002 0.931 0.027 -0.077
C 4.72922 -4.62009 4.96763 -0.649 -0.657 -0.097
C 4.88269 -3.31745 4.46724 -0.463 0.488 -0.545
C 3.84358 -2.67856 3.77641 0.395 -0.256 0.121
C 2.65072 -3.38384 3.61419 -0.453 0.115 0.510
N 1.37134 -2.90887 3.30651 -1.125 -1.456 -0.444
C 0.50242 -3.94664 3.48080 3.081 0.399 0.654
C -0.89849 -3.68417 3.41112 -2.303 0.666 -0.073
C -2.02172 -4.46957 3.55952 0.808 0.820 -0.214
S -3.45157 -3.48730 3.50512 0.995 0.111 -0.055
C -2.50842 -2.06408 3.28922 1.481 -1.387 -0.008
N -1.18913 -2.31671 3.24960 -2.449 -0.995 0.107
H 0.73716 -5.92342 4.18312 0.358 0.408 -0.068
H 3.37862 -6.35319 5.14736 0.260 0.284 0.013
H 5.55135 -5.07485 5.52374 -0.325 0.114 -0.186
H 5.82320 -2.78634 4.62592 -0.311 -0.204 -0.057
H 3.92399 -1.67169 3.36849 0.180 -0.232 0.245
H -1.99487 -5.54936 3.67434 -0.447 0.275 0.020
H -2.93287 -1.06674 3.19193 0.111 -0.332 -0.016
```
Positions in Å, forces in eV/Å.

Computed properties:
Kohn-Sham gap (spin up / spin down) = 3.4 / 3.0 eV
<S²> = 4.0491
Energy = -4258.58103 hartree
Highest occupied orbital energy (spin up / spin down) = -0.41959 / -0.41421 Eh
2S+1 = 4
Total charge = +2

Mulliken population analysis, charges in e, atoms 1 to 4: C -0.3249; C -1.1925; C 0.1672; H 0.5273